{
  "formula": "C5H9N",
  "method": "wB97M-V/def2-TZVPD",
  "e_homo_ev": -6.83,
  "e_above_lowest_kcal_mol": 94.5,
  "smiles": "C=C/C(N)=C/C",
  "symbols": ["C", "C", "C", "N", "C", "C", "H", "H", "H", "H", "H", "H", "H", "H", "H"],
  "coordinates": [[-0.615120, 0.671566, 1.936288], [-0.542569, -0.461420, 1.233433], [0.261743, -0.975654, 0.157914], [-0.102524, -1.894025, -0.799244], [0.915718, 0.220097, -0.273485], [0.487067, 1.084883, -1.409194], [-0.298620, 1.648782, 1.605506], [-0.938299, 0.450310, 2.945980], [-1.109107, -1.287387, 1.714528], [-0.941564, -2.430943, -0.674025], [0.154553, -1.548790, -1.710854], [1.784245, 0.477856, 0.320924], [0.353801, 0.597368, -2.377030], [1.084279, 1.977943, -1.587576], [-0.493603, 1.469414, -1.083160]],
  "forces_ev_per_angstrom": [[0.39, 0.05, -0.09], [-0.10, -4.26, 1.89], [0.11, 4.23, -1.78], [-0.15, 0.13, 0.52], [1.04, -1.26, -0.17], [-0.05, -0.21, -0.49], [0.31, -0.02, 0.15], [-0.55, 0.95, 0.06], [-0.02, 0.26, 0.08], [-0.24, 0.11, -0.31], [-0.26, -0.61, -0.30], [-0.64, 0.89, 0.58], [-0.10, 0.03, -0.04], [0.36, -0.22, 0.17], [-0.09, -0.06, -0.27]]
}

***

{
  "formula": "C5H9N",
  "method": "wB97M-V/def2-TZVPD",
  "e_homo_ev": -9.67,
  "e_above_lowest_kcal_mol": 20.8,
  "smiles": "CC1CC(=N)C1",
  "symbols": ["C", "C", "C", "C", "N", "C", "H", "H", "H", "H", "H", "H", "H", "H", "H"],
  "coordinates": [[-0.781843, 1.709744, -0.084471], [-0.625970, 0.285579, 0.423265], [-0.474067, -0.802642, -0.678407], [0.902522, -1.128377, -0.112243], [1.827673, -1.946011, -0.378190], [0.782238, -0.076728, 0.976791], [-0.718530, 2.434047, 0.735615], [-1.746417, 1.849252, -0.584640], [0.007881, 1.950386, -0.807282], [-1.424747, 0.047417, 1.132398], [-0.457846, -0.417165, -1.705133], [-1.185938, -1.634101, -0.628498], [1.562716, -2.516585, -1.186543], [0.808678, -0.482015, 1.993591], [1.523656, 0.727199, 0.903741]],
  "forces_ev_per_angstrom": [[-0.01, 0.03, -0.02], [-0.12, 0.09, 0.07], [-0.10, -0.06, -0.12], [0.25, -0.20, 0.00], [-0.37, 0.22, -0.03], [0.11, 0.01, 0.07], [0.00, -0.11, -0.11], [0.12, -0.02, 0.06], [-0.09, -0.03, 0.10], [0.10, 0.03, -0.10], [0.01, -0.04, 0.15], [0.11, 0.12, 0.00], [0.08, 0.04, 0.10], [0.00, 0.04, -0.16], [-0.09, -0.12, -0.01]]
}

***

{
  "formula": "C5H9N",
  "method": "wB97M-V/def2-TZVPD",
  "e_homo_ev": -7.08,
  "e_above_lowest_kcal_mol": 174.5,
  "symbols": ["N", "C", "C", "C", "C", "C", "H", "H", "H", "H", "H", "H", "H", "H", "H"],
  "coordinates": [[-3.520644, -0.023658, 0.522961], [-2.208952, 0.265065, -0.280165], [-0.931854, -0.141997, 0.326091], [0.308443, -0.092111, -0.295645], [1.592305, -0.628043, 0.144123], [2.847744, 0.094067, -0.067212], [-3.750976, 0.886948, 0.901992], [-2.194938, 0.989492, -1.121538], [-2.806750, -0.555022, -0.630657], [-0.709968, -0.567392, 1.288533], [0.281257, 0.406516, -1.239606], [1.716741, -1.513745, 0.735069], [3.134929, 0.423299, 0.960729], [2.728790, 1.076247, -0.850678], [3.513870, -0.619666, -0.393994]],
  "forces_ev_per_angstrom": [[2.54, -0.03, 0.23], [1.48, 1.03, 2.97], [-1.08, -0.56, -0.84], [3.42, -1.44, -0.20], [-4.29, 2.36, -1.09], [-1.65, 3.61, -1.27], [-0.88, 0.70, -0.69], [0.31, -0.03, 0.72], [-1.13, -2.16, -1.38], [-1.65, -0.30, 0.78], [0.69, 0.93, -0.53], [-0.57, -0.24, 0.71], [0.11, 0.12, -0.84], [0.48, -2.88, 2.35], [2.24, -1.11, -0.91]]
}